Density functional theory data (ωB97M-V/def2-TZVPD) for a structure of composition C3H5CsO3.

Geometry as XYZ:
```
12
Properties=species:S:1:pos:R:3:mulliken_charge:R:1
H -2.004 -0.049 1.119 0.36
C -1.732 -0.680 0.258 -1.24
C -0.447 -0.520 -0.536 0.56
O 0.672 -0.258 0.328 -0.14
C 1.760 0.257 -0.179 -0.39
O 2.595 0.417 0.803 -0.34
H -1.733 -1.624 0.819 0.41
H -1.764 -1.354 -0.866 0.29
H -0.139 -1.370 -1.174 0.45
H 3.497 0.462 0.463 0.44
Cs 0.446 3.846 -0.408 0.98
O -1.152 0.874 -0.628 -0.40
```

Results
HOMO level (alpha / beta) (Eh): -0.461 / -0.461
Total charge: +1
Energy relative to the best compared isomer or geometry (same formula, charge and spin) (kJ/mol): 633.7
Kohn-Sham gap (alpha / beta) (eV): 9.00 / 7.70
<S²>: 0.757
Max |F| (eV/A): 6.62
Total energy (eV): -9868.4316
2S+1: 2
LUMO energy (alpha / beta) (eV): -3.54 / -4.85